Molecular formula: C36H44F2N4O5
Method: DFT, ωB97M-V/def2-TZVPD

Last column: Mulliken charge in e.
Geometry (Å):
1 C -2.5431 -4.8213 2.7094  0.120
2 C -2.3869 -5.7314 1.9295  -0.669
3 C -2.1143 -6.5316 0.6567  -0.565
4 C -0.5567 -6.5133 0.3337  -0.833
5 C -0.2037 -5.8534 -1.0519  -1.321
6 C 0.2714 -4.3961 -0.9736  -0.256
7 C -0.7263 -3.3237 -0.5954  1.406
8 F -1.9908 -3.7034 -0.2819  -0.453
9 C -0.3689 -1.9448 -0.4721  0.253
10 C -1.4943 -0.9966 0.0053  -1.473
11 C -1.6659 -1.0775 1.5513  0.589
12 O -2.4438 -0.4310 2.1740  -0.566
13 F -0.8652 -1.9783 2.2093  -0.203
14 C 0.9813 -1.4956 -0.7887  1.071
15 C 1.9727 -2.5282 -1.1805  0.542
16 C 1.5839 -3.9524 -1.2319  0.006
17 C 2.6801 -4.9923 -1.5899  -1.248
18 C 3.7287 -4.9854 -0.3931  -0.705
19 O 3.1187 -4.5203 0.8393  -0.332
20 C 3.8811 -3.5740 1.4689  0.309
21 O 4.3640 -3.7802 2.5506  -0.518
22 C 3.3483 -2.0366 -1.5039  0.347
23 O 4.1514 -2.6251 -2.2431  -0.700
24 C 3.8134 -0.7031 -0.9457  -1.261
25 C 2.8472 0.1943 -0.6060  -0.255
26 C 1.4056 -0.1104 -0.7137  0.176
27 O 0.5453 0.9999 -0.7619  -0.437
28 H -2.8538 -4.2538 3.5897  0.416
29 H -2.7255 -6.1695 -0.2017  0.259
30 H -2.4223 -7.5779 0.8790  0.379
31 H -0.0098 -6.0890 1.1975  0.514
32 H -0.2701 -7.5919 0.2464  0.318
33 H 0.4798 -6.5265 -1.6087  0.619
34 H -1.1574 -5.8464 -1.6470  0.387
35 H -1.4123 0.0370 -0.3731  0.512
36 H -2.4488 -1.4057 -0.4156  0.385
37 H 3.1805 -4.6824 -2.5351  0.466
38 H 2.3029 -6.0289 -1.6657  0.316
39 H 4.1219 -6.0035 -0.1880  0.497
40 H 4.5949 -4.3230 -0.6038  0.348
41 H 4.0512 -2.5462 1.0473  0.258
42 H 4.8909 -0.4808 -0.8529  0.348
43 H 3.1932 1.1864 -0.2311  0.225
44 C -3.3532 -3.6031 -5.5222  -1.091
45 C -1.9241 -3.2206 -5.8897  -0.465
46 C -0.8734 -3.9849 -5.0803  -0.658
47 C -0.9483 -3.6823 -3.6535  0.417
48 N -1.0027 -3.4421 -2.5288  -0.441
49 H -3.5749 -3.3659 -4.4797  0.296
50 H -4.0626 -3.0549 -6.1438  0.335
51 H -3.5240 -4.6712 -5.6748  0.295
52 H -1.7918 -2.1445 -5.7542  0.308
53 H -1.7661 -3.4293 -6.9506  0.331
54 H 0.1229 -3.7206 -5.4448  0.292
55 H -0.9921 -5.0603 -5.2351  0.296
56 C -0.2749 5.5799 0.6768  -1.069
57 C -0.5478 4.7067 1.8980  -0.525
58 C 0.4844 3.5909 2.0809  -0.327
59 C 0.4718 2.6369 0.9789  0.214
60 N 0.4658 1.9030 0.1043  0.482
61 H -0.3235 5.0045 -0.2484  0.356
62 H -1.0157 6.3729 0.6087  0.286
63 H 0.7125 6.0432 0.7402  0.235
64 H -1.5518 4.2814 1.8192  0.361
65 H -0.5377 5.3349 2.7892  0.310
66 H 0.2713 3.0564 3.0103  0.237
67 H 1.4841 4.0208 2.1832  0.235
68 C -4.5875 7.3579 -0.4241  -0.902
69 C -4.3217 8.1539 -1.6966  -0.434
70 C -3.4938 7.3788 -2.7251  -0.451
71 C -2.1513 7.0678 -2.2338  0.334
72 N -1.1026 6.8176 -1.8392  -0.474
73 H -3.6585 7.1093 0.0935  0.135
74 H -5.2030 7.9393 0.2635  0.327
75 H -5.1153 6.4279 -0.6472  0.307
76 H -3.8194 9.0895 -1.4391  0.298
77 H -5.2789 8.4214 -2.1501  0.308
78 H -3.4058 7.9744 -3.6367  0.292
79 H -4.0088 6.4551 -2.9987  0.273
80 C 3.2756 2.9233 5.2507  -0.945
81 C 3.7172 4.3612 5.5009  -0.416
82 C 2.7178 5.1564 6.3463  -0.493
83 C 1.4265 5.3114 5.6766  0.350
84 N 0.4118 5.4216 5.1507  -0.457
85 H 2.3396 2.8841 4.6891  0.125
86 H 4.0310 2.3915 4.6709  0.330
87 H 3.1327 2.3882 6.1915  0.348
88 H 3.8792 4.8616 4.5427  0.284
89 H 4.6786 4.3479 6.0190  0.313
90 H 3.1297 6.1474 6.5503  0.280
91 H 2.5749 4.6677 7.3126  0.286

Cartesian forces, eV/Å:
C -0.624 -0.539 1.129
C 0.054 0.373 -1.987
C 0.402 0.060 1.518
C -0.509 -0.899 -0.449
C -0.856 0.454 0.245
C 1.070 1.351 1.975
C 3.434 0.809 1.410
F 0.962 0.301 -0.220
C -0.420 -1.241 0.248
C 0.437 -1.844 0.019
C -0.063 0.374 -0.374
O 0.275 -0.147 0.024
F -0.629 0.790 -0.812
C -0.309 -0.565 0.069
C -0.835 1.059 0.426
C -0.827 0.006 -0.156
C 0.371 0.651 1.066
C 0.189 0.153 -0.681
O 0.717 0.448 -0.073
C 0.403 0.070 1.072
O -0.366 -0.092 -0.222
C 0.704 0.947 -0.193
O -0.258 -0.476 0.278
C -1.391 -1.231 0.100
C -1.374 0.382 -0.117
C 4.181 -2.112 1.151
O -1.908 0.244 -2.570
H 0.514 -0.262 -0.918
H 0.415 -0.065 0.790
H 0.153 0.629 -0.309
H -0.188 -0.084 -0.700
H -0.024 0.841 0.186
H -0.265 0.741 0.402
H 0.723 -0.054 0.364
H -0.055 -0.578 0.630
H 0.563 0.448 0.501
H -0.219 -0.326 0.805
H -0.016 0.787 -0.073
H -0.299 0.552 -0.166
H -0.585 -0.427 -0.220
H -0.546 -0.986 -0.664
H -0.791 -0.293 -0.243
H -0.574 -0.547 -0.453
C -0.012 0.057 0.008
C -0.360 0.033 -0.052
C 0.250 0.144 -0.352
C 0.103 0.003 -0.020
N -2.485 0.206 -4.711
H 0.034 -0.043 -0.010
H -0.006 -0.048 0.023
H -0.014 0.025 0.020
H 0.108 -0.058 0.021
H 0.129 -0.004 0.061
H 0.021 -0.052 0.155
H -0.014 0.013 0.150
C 0.065 -0.326 0.282
C -0.292 0.516 -0.372
C -0.189 0.324 0.475
C 0.142 0.124 0.026
N 0.621 -0.082 2.055
H 0.009 0.093 -0.016
H 0.064 -0.039 -0.028
H -0.032 0.020 -0.052
H 0.084 -0.109 0.090
H 0.101 -0.277 0.115
H 0.033 -0.201 -0.146
H 0.038 -0.112 -0.195
C 0.009 0.038 0.015
C -0.147 -0.014 0.328
C -0.224 0.313 -0.112
C -0.059 -0.127 -0.118
N -0.068 0.176 -0.245
H -0.012 -0.020 -0.036
H 0.012 -0.056 -0.004
H 0.020 0.011 0.028
H 0.029 -0.036 -0.110
H 0.098 -0.003 -0.102
H 0.135 -0.092 0.004
H 0.136 -0.052 0.056
C 0.059 0.028 -0.049
C 0.033 -0.332 -0.163
C 0.385 0.128 -0.008
C -0.018 -0.028 0.179
N 0.061 -0.040 -0.109
H -0.016 -0.001 0.066
H -0.042 -0.024 0.040
H -0.025 -0.014 -0.048
H -0.014 0.090 0.089
H -0.066 0.122 0.025
H -0.167 0.022 0.000
H -0.150 -0.001 -0.063

Summary:
maximum force	5.33	eV Å⁻¹
spin multiplicity	1
E_HOMO	-6.056	eV
HOMO-LUMO gap	6.17	eV


Molecular formula: C36H44F2N6O2PTi
Method: DFT, ωB97M-V/def2-TZVPD

Last column: Mulliken charge in e.
Geometry (Å):
1 Ti 0.0941 -0.4883 0.2418  -0.643
2 C 1.9510 2.0672 3.3142  -1.751
3 C 1.3397 3.0345 2.2900  0.714
4 C -0.1380 3.2300 2.6036  -1.839
5 C 1.8318 2.7266 0.8600  0.668
6 C 3.0990 3.2672 0.6269  -0.464
7 C 3.7589 3.1298 -0.5749  -1.766
8 C 3.1323 2.4734 -1.6185  -1.050
9 C 1.8636 1.9221 -1.4750  1.420
10 C 1.2331 1.4412 -2.7870  0.162
11 C 0.7336 -0.0002 -2.8539  -1.310
12 C 0.1570 2.3988 -3.3153  -1.641
13 C 1.2459 1.9980 -0.2029  -0.709
14 N -0.0737 1.3719 -0.0564  2.339
15 C -1.1371 2.2932 -0.3178  -0.104
16 C -0.9090 3.5977 -0.7665  -0.937
17 C -1.9534 4.4705 -1.0130  -0.996
18 C -3.2705 4.0763 -0.8191  -0.855
19 C -3.5297 2.7856 -0.3860  -1.071
20 C -2.4652 1.9468 -0.1636  0.614
21 F -2.7385 0.6605 0.2712  0.216
22 H 1.8520 2.4864 4.3150  0.593
23 H 3.0147 1.8959 3.1385  0.268
24 H 1.4272 1.1081 3.3190  0.452
25 H 1.7998 4.0053 2.4885  0.802
26 H -0.7175 2.3304 2.4319  0.292
27 H -0.5823 4.0522 2.0495  0.288
28 H -0.2242 3.4735 3.6636  0.545
29 H 3.5682 3.8302 1.4249  0.512
30 H 4.7381 3.5681 -0.7139  0.466
31 H 3.6215 2.4204 -2.5830  0.489
32 H 2.0571 1.4874 -3.5015  0.814
33 H 0.0404 -0.2162 -2.0370  0.257
34 H 1.5432 -0.7250 -2.8452  0.331
35 H 0.1587 -0.1419 -3.7724  0.673
36 H -0.8059 2.2454 -2.8251  0.235
37 H 0.0180 2.2267 -4.3833  0.565
38 H 0.4473 3.4405 -3.1859  0.356
39 H 0.1054 3.9372 -0.9173  0.626
40 H -1.7332 5.4729 -1.3528  0.541
41 H -4.0860 4.7604 -1.0045  0.482
42 H -4.5427 2.4418 -0.2223  0.484
43 N 2.0836 -2.6571 -1.3735  0.374
44 C 2.8332 -1.6777 -0.7238  0.257
45 C 4.1935 -1.5713 -1.0072  -1.353
46 C 4.9663 -0.7084 -0.2649  -0.851
47 C 4.3735 0.0156 0.7693  -1.320
48 C 3.0214 -0.0884 0.9400  -0.774
49 N 2.2301 -0.8791 0.1691  1.221
50 C 1.1662 -3.4645 -0.6941  0.173
51 C 1.0134 -4.8002 -1.0829  -1.041
52 C 0.1485 -5.5932 -0.3648  -0.618
53 C -0.5430 -5.0419 0.7175  -1.096
54 C -0.3521 -3.7122 1.0004  -0.543
55 N 0.4760 -2.9151 0.2957  0.504
56 H 2.6248 -3.1647 -2.0593  0.405
57 H 4.6348 -2.2061 -1.7641  0.502
58 H 6.0280 -0.6288 -0.4566  0.493
59 H 4.9505 0.6590 1.4167  0.586
60 H 2.5160 0.4729 1.7090  0.574
61 H 1.6050 -5.2059 -1.8933  0.539
62 H 0.0333 -6.6386 -0.6187  0.494
63 H -1.1960 -5.6432 1.3332  0.572
64 H -0.8681 -3.2351 1.8240  0.529
65 F -0.7802 -1.2745 6.2646  -0.316
66 C -0.6200 -1.0655 4.9662  -0.197
67 C -1.5656 -0.3143 4.2870  -0.800
68 C -1.3919 -0.0948 2.9303  -1.174
69 C -0.2959 -0.6281 2.2338  3.445
70 C 0.6327 -1.3854 2.9687  -0.882
71 C 0.4828 -1.6056 4.3283  -0.680
72 H -2.3993 0.1084 4.8317  0.559
73 H -2.1129 0.5357 2.4325  0.534
74 H 1.4932 -1.8305 2.4854  0.122
75 H 1.2016 -2.1821 4.8946  0.554
76 N -2.8025 -2.2164 -4.0936  -0.165
77 C -2.4203 -2.8448 -2.7762  -0.840
78 P -2.7046 -1.5431 -1.4846  1.381
79 O -3.1762 -0.3659 -2.2525  -1.102
80 O -1.4988 -1.5093 -0.5609  -0.748
81 C -4.0571 -2.2554 -0.4593  -0.818
82 N -4.4556 -1.3571 0.6700  -0.043
83 H -3.0767 -1.2297 -3.8729  0.305
84 H -3.5902 -2.6880 -4.5422  0.375
85 H -2.0316 -2.2099 -4.7631  0.356
86 H -1.3656 -3.1151 -2.7947  0.151
87 H -3.0016 -3.7525 -2.6276  0.563
88 H -3.7509 -3.2107 -0.0326  0.404
89 H -4.9340 -2.4009 -1.0902  0.466
90 H -5.2702 -1.7276 1.1680  0.497
91 H -4.6812 -0.4165 0.3291  0.268
92 H -3.6902 -1.2391 1.3441  0.088

Cartesian forces, eV/Å:
Ti 0.276 -0.716 0.511
C -0.061 0.013 0.046
C 0.060 -0.001 0.031
C 0.009 -0.022 -0.124
C -0.058 -0.009 -0.015
C -0.015 0.047 -0.034
C -0.003 -0.001 -0.001
C 0.035 -0.030 -0.008
C 0.072 0.012 0.009
C -0.011 0.016 -0.049
C 0.056 0.041 0.080
C -0.057 -0.106 -0.095
C -0.058 -0.080 0.025
N -0.375 0.243 -0.127
C 0.174 -0.057 0.041
C -0.015 0.142 0.286
C -0.020 0.003 0.051
C 0.047 -0.029 -0.021
C -0.009 0.028 -0.028
C -0.133 -0.106 0.113
F -0.009 0.150 0.220
H -0.002 0.007 0.006
H 0.022 0.034 0.032
H 0.018 0.015 0.010
H 0.002 -0.027 0.008
H -0.117 -0.131 -0.063
H -0.029 0.038 -0.138
H -0.014 0.007 -0.018
H 0.011 -0.001 -0.013
H 0.015 0.004 -0.001
H 0.005 0.009 -0.001
H -0.038 0.025 -0.011
H -0.124 -0.066 -0.152
H 0.001 0.006 0.027
H 0.045 -0.011 -0.041
H 0.088 -0.007 -0.111
H 0.011 -0.008 -0.023
H 0.005 -0.019 -0.037
H -0.030 0.007 0.044
H -0.002 0.007 -0.006
H -0.007 0.007 0.007
H 0.011 -0.019 -0.005
N -0.050 0.015 -0.027
C 0.075 -0.062 0.012
C -0.042 -0.034 0.040
C 0.013 0.028 0.034
C 0.017 -0.032 -0.032
C -0.067 -0.026 -0.025
N -0.050 0.103 -0.059
C 0.065 -0.008 -0.007
C 0.015 0.005 0.050
C -0.011 0.003 0.010
C 0.026 0.005 -0.025
C 0.001 0.006 -0.013
N -0.122 0.080 -0.050
H -0.024 0.024 -0.004
H 0.007 -0.007 0.000
H 0.006 0.000 -0.005
H 0.004 0.005 0.000
H 0.026 -0.073 -0.043
H 0.003 -0.002 -0.007
H -0.003 -0.006 0.001
H -0.003 -0.012 0.002
H 0.004 0.007 0.004
F 0.004 0.012 -0.017
C -0.012 -0.038 0.032
C -0.007 0.020 -0.011
C 0.064 -0.015 -0.004
C -0.024 -0.054 -0.037
C -0.021 -0.095 -0.021
C 0.034 0.052 -0.019
H -0.007 0.001 0.010
H -0.040 0.073 -0.091
H -0.004 -0.002 -0.003
H 0.006 0.000 0.010
N 0.002 -0.038 -0.023
C 0.066 0.042 -0.059
P -0.067 0.026 0.040
O 0.018 -0.096 -0.057
O 0.320 0.680 -0.083
C -0.030 -0.081 -0.036
N 0.022 0.094 0.036
H 0.012 0.011 0.011
H 0.013 0.016 0.003
H -0.021 0.001 0.006
H -0.012 -0.001 -0.015
H 0.005 -0.011 0.015
H -0.014 -0.009 -0.009
H -0.022 -0.029 0.049
H 0.029 0.015 0.000
H 0.009 -0.009 0.000
H 0.013 0.000 -0.011

Summary:
maximum force	0.92	eV Å⁻¹
spin multiplicity	1
E_HOMO	-15.539	eV
HOMO-LUMO gap	7.01	eV
charge	+3
energy relative to the best compared isomer or geometry (same formula, charge and spin)	25.8	kcal/mol